Entry 1:
# C42H117IMgN9O12

C42H117IMgN9O12 as an isolated structure (ωB97M-V/def2-TZVPD, OMol25).

Atoms and positions in Å:
Mg 13.419630 -10.858520 17.879970
I 10.998060 -11.610000 18.230200
C 13.020850 -14.132120 21.832690
C 13.528730 -15.543130 22.188300
O 14.796420 -15.878030 21.548480
H 11.985830 -14.008130 22.151220
H 13.092640 -13.888850 20.772610
H 13.559970 -13.390560 22.422220
H 12.877540 -16.364650 21.889670
H 13.622820 -15.540190 23.274230
H 15.116420 -16.720520 21.879270
C 9.251590 -15.140210 20.913930
C 9.535660 -16.344600 21.764760
O 10.266440 -16.024160 22.895400
H 8.789950 -14.344030 21.497960
H 8.660480 -15.428390 20.044660
H 10.193310 -14.770390 20.508340
H 10.020630 -17.124600 21.177810
H 8.648910 -16.909100 22.053030
H 9.695490 -15.788670 23.630350
C 7.294030 -15.163740 17.238340
C 5.989030 -15.801360 16.802570
O 6.361750 -16.206330 15.512060
H 7.023290 -14.544540 18.093560
H 7.776390 -14.563090 16.467210
H 8.041990 -15.921790 17.470710
H 5.176700 -15.076270 16.852230
H 5.718430 -16.669260 17.403930
H 7.074070 -16.835180 15.649000
C 14.705770 -9.901430 14.038880
C 13.855860 -10.580420 15.056170
C 14.376490 -11.952360 15.526790
O 13.837110 -12.433300 16.707500
C 14.206220 -13.852720 16.991230
N 13.793500 -9.751890 16.231370
H 14.819820 -10.494200 13.131290
H 15.691880 -9.551650 14.344390
H 14.224860 -9.001390 13.655790
H 12.867030 -10.865650 14.697040
H 15.439360 -11.810000 15.722050
H 14.349830 -12.649690 14.689460
H 15.262910 -13.987740 17.222050
H 14.113290 -14.546160 16.155410
H 13.607570 -14.239480 17.815930
H 13.160590 -9.007940 15.974350
H 14.658710 -9.231170 16.212430
C 9.896710 -6.502420 19.736170
C 8.851400 -6.186410 18.615200
C 9.402890 -6.652580 17.225840
O 10.549450 -5.959870 16.696470
C 10.346470 -4.593100 16.337950
N 7.627640 -6.877160 18.966420
H 10.055980 -7.575290 19.844200
H 9.649110 -6.187000 20.749730
H 10.842940 -6.002340 19.529570
H 8.672730 -5.111280 18.632090
H 8.612210 -6.694090 16.476700
H 9.738430 -7.671940 17.416660
H 11.248240 -4.192180 15.875150
H 10.133210 -4.107400 17.290170
H 9.516580 -4.622980 15.631920
H 7.826750 -7.866840 18.997750
H 6.969260 -6.755740 18.210180
C 6.922480 -11.210230 16.403490
C 6.775640 -9.747010 16.791680
C 5.320160 -9.252280 17.030590
O 4.627880 -9.276190 15.766650
C 3.356390 -8.644890 15.752210
N 7.547490 -9.671630 18.013680
H 6.527230 -11.901130 17.148160
H 7.950940 -11.529390 16.234600
H 6.337070 -11.466500 15.520480
H 7.227220 -9.194700 15.967580
H 5.318450 -8.249040 17.456750
H 4.735620 -9.825790 17.749960
H 2.693380 -9.001800 16.540320
H 2.854820 -8.785790 14.794780
H 3.485080 -7.568530 15.866220
H 8.423390 -10.169940 17.945980
H 7.115770 -10.040940 18.848750
C 4.562040 -9.684330 20.809970
C 5.073010 -9.458570 22.242270
C 6.626780 -9.539030 22.298090
O 7.014360 -10.816880 21.715170
C 8.457300 -10.935740 21.725850
N 4.685030 -8.185460 22.847180
H 4.628840 -10.749670 20.589350
H 5.070310 -9.158270 20.001860
H 3.506180 -9.438800 20.696100
H 4.749100 -10.288780 22.869920
H 6.995830 -9.399360 23.314160
H 7.045730 -8.756050 21.666010
H 8.788330 -10.711690 22.739910
H 8.839790 -10.222670 20.995550
H 8.869180 -11.920040 21.503110
H 5.255280 -7.428800 22.497370
H 3.765420 -7.900460 22.541910
C 15.539320 -10.835680 21.345000
C 14.435670 -10.766850 20.245750
C 14.106600 -9.269420 19.969350
O 13.270650 -9.225800 18.805780
C 12.830570 -7.926810 18.501890
N 14.912390 -11.345480 19.037910
H 15.117990 -10.505320 22.294440
H 16.242970 -10.044030 21.087600
H 15.994390 -11.818610 21.466920
H 13.510830 -11.233650 20.584690
H 14.996280 -8.721810 19.658400
H 13.696990 -8.818700 20.873320
H 13.667310 -7.469140 17.974150
H 12.517800 -7.348810 19.371480
H 11.970820 -8.053590 17.843980
H 15.307900 -12.209280 19.380750
H 15.853710 -10.985070 18.973690
C 12.593550 -13.752710 10.558330
C 11.250770 -14.015900 11.220440
C 11.139110 -13.488430 12.623690
O 9.927070 -14.003730 13.190940
C 9.528520 -13.337290 14.393520
N 10.271050 -13.401360 10.307630
H 13.429170 -13.924630 11.236760
H 12.624790 -12.712610 10.233810
H 12.789580 -14.418980 9.718240
H 11.138030 -15.099020 11.267690
H 11.229680 -12.406330 12.718320
H 11.909880 -13.922380 13.260630
H 9.572150 -12.267720 14.188080
H 10.278230 -13.577980 15.147250
H 8.524130 -13.624730 14.704460
H 9.391990 -13.657610 10.733880
H 10.262490 -12.393450 10.372130
C 12.424320 -6.639570 23.084590
C 11.154290 -7.288110 23.677080
C 11.233130 -8.799270 23.964990
O 11.715940 -9.527650 22.820230
C 11.988240 -10.826860 23.095640
N 10.705600 -6.541020 24.827290
H 12.598170 -7.167970 22.147220
H 13.322100 -6.806990 23.679630
H 12.294140 -5.577220 22.878240
H 10.422460 -7.137380 22.883480
H 10.220540 -9.141330 24.178880
H 11.942110 -9.009950 24.765650
H 11.085970 -11.274180 23.512660
H 12.902940 -11.014040 23.658120
H 12.098440 -11.330530 22.135290
H 11.424470 -6.464940 25.532650
H 9.964080 -6.998620 25.338040
C 10.362050 -9.206920 14.731620
C 11.350520 -8.243290 14.155800
C 10.596190 -7.206150 13.299290
O 9.887060 -7.894430 12.280020
C 9.344540 -6.968410 11.294180
N 12.044010 -7.701280 15.262280
H 9.731150 -9.746920 14.025610
H 9.649360 -8.785220 15.440380
H 10.878010 -9.900460 15.395610
H 12.071490 -8.854860 13.613320
H 11.361120 -6.618840 12.791320
H 9.913980 -6.520290 13.801580
H 10.120210 -6.457320 10.723880
H 8.655080 -6.232800 11.708470
H 8.778350 -7.620870 10.629480
H 11.497550 -7.046010 15.802750
H 12.616040 -6.984100 14.839750
C 8.725280 -17.808230 13.674260
C 9.158830 -17.980550 15.071650
C 9.980840 -16.800810 15.587100
O 10.292810 -17.007260 17.001990
C 11.247430 -16.049190 17.518670
N 7.930600 -18.254930 15.843470
H 9.554140 -17.513480 13.030660
H 7.957570 -17.048730 13.526340
H 8.253550 -18.713500 13.292090
H 9.841030 -18.829560 15.114940
H 9.333560 -15.935300 15.445570
H 10.894110 -16.645230 15.012800
H 11.416540 -16.167790 18.588920
H 10.820110 -15.057000 17.373550
H 12.198980 -16.173000 17.001640
H 8.217810 -18.463550 16.789030
H 7.513990 -19.092780 15.463300

Atoms 1-3, force components in eV/Å:
Mg -1.5 -0.9 -1.3
I -0.9 -0.4 0.3
C 0.3 -0.5 0.2

Summary:
charge = +1
2S+1 = 1
calculated total energy = -3563.5535 Eh
HOMO-LUMO gap = 0.2862 hartree
LUMO level = -2.45 eV

---

Entry 2:
# C52H48N3O3P2Pt

C52H48N3O3P2Pt as an isolated structure (ωB97M-V/def2-TZVPD, OMol25).

Atoms and positions in Å:
Pt -0.354508 -0.658169 -0.464588
C 1.908874 -0.070949 1.969488
P 2.033282 -0.870688 0.304834
C 2.385854 -2.617879 0.622988
C 2.819395 -3.383315 -0.465557
C 3.055288 -4.738540 -0.317933
C 2.866490 -5.344195 0.917394
C 2.431787 -4.591184 1.998735
C 2.183784 -3.233521 1.856180
C 3.510040 -0.245702 -0.526504
C 4.762865 -0.815543 -0.303620
C 5.860593 -0.332896 -0.994970
C 5.718101 0.718275 -1.892227
C 4.470623 1.282093 -2.118116
C 3.362443 0.788165 -1.450289
C 0.634498 -0.596426 2.512744
C 0.236084 -1.002439 3.780925
C -0.972781 -1.699219 3.622180
C -1.287477 -1.681051 2.265522
C -2.316219 -2.399325 1.464675
P -1.383915 -3.071375 -0.016296
C -2.368098 -2.822779 -1.528359
C -1.956833 -3.589111 -2.625183
C -2.511115 -3.380113 -3.874395
C -3.500840 -2.419370 -4.038883
C -3.922982 -1.667638 -2.953794
C -3.344748 -1.847957 -1.703680
C -1.623378 -4.865195 0.280174
C -2.846298 -5.462336 -0.014115
C -3.092299 -6.756191 0.412798
C -2.130567 -7.452464 1.134700
C -0.900658 -6.869536 1.395859
C -0.644485 -5.575805 0.965923
N -0.305688 -0.998611 1.626484
H 1.883621 1.011149 1.820845
H 2.775115 -0.314475 2.586460
H 2.978514 -2.903450 -1.424878
H 3.391941 -5.325310 -1.162425
H 3.051827 -6.403747 1.035634
H 2.281624 -5.058984 2.963028
H 1.834043 -2.665211 2.708250
H 4.879516 -1.625690 0.403701
H 6.830300 -0.785454 -0.837683
H 6.585490 1.089482 -2.421366
H 4.360481 2.095625 -2.822642
H 2.375647 1.191110 -1.648658
H 0.769137 -0.819839 4.700317
H -1.570586 -2.166880 4.387760
H -3.095283 -1.731917 1.091177
H -2.771316 -3.204382 2.034640
H -1.196866 -4.350406 -2.482574
H -2.169662 -3.966108 -4.717578
H -3.943436 -2.264245 -5.014066
H -4.707274 -0.931777 -3.079779
H -3.660268 -1.234098 -0.874744
H -3.605931 -4.915490 -0.558588
H -4.045826 -7.218946 0.196139
H -2.347051 -8.446792 1.501720
H -0.147454 -7.416026 1.948378
H 0.307494 -5.106538 1.172730
C -3.315469 2.971348 -3.729260
C -3.262679 2.095777 -2.470370
C -2.545311 2.790523 -1.345459
C -3.199217 3.791577 -0.650156
C -2.587192 4.461647 0.399274
C -1.283247 4.149058 0.760436
C -0.584953 3.169025 0.086247
C 0.861747 2.921460 0.390276
C 1.760684 3.736456 -0.549247
C -1.220345 2.467146 -0.965089
N -0.561902 1.396688 -1.545831
C -0.321343 1.253531 -2.812817
C 0.176391 0.047518 -3.302340
C 0.637910 -0.339499 -4.570498
C 1.013207 -1.668822 -4.452100
C 0.763515 -2.044834 -3.123441
N 0.254869 -1.018774 -2.441375
H -3.804418 2.438659 -4.545072
H -2.315778 3.262113 -4.056914
H -3.877773 3.884435 -3.536562
H -2.790333 1.140194 -2.699770
H -4.286508 1.889188 -2.152092
H -4.217339 4.044699 -0.920209
H -3.120680 5.238861 0.929986
H -0.808329 4.671842 1.580725
H 1.073020 1.858642 0.261915
H 1.070729 3.205084 1.422418
H 1.582690 3.466020 -1.592366
H 2.812966 3.566562 -0.317524
H 1.557767 4.801381 -0.437130
H -0.459194 2.084712 -3.500090
H 0.692700 0.285087 -5.447665
H 1.421924 -2.301846 -5.221782
H 0.936270 -3.004975 -2.661762
O -3.485643 2.403482 3.585002
C -4.369827 2.031715 2.658593
C -5.719961 2.337423 2.868969
C -6.677309 1.962025 1.951968
C -6.314207 1.283997 0.789905
C -4.983927 0.987627 0.568083
C -3.998702 1.339715 1.488170
C -2.553128 0.968933 1.278888
O -1.705253 1.331519 2.107685
O -2.307053 0.286217 0.220084
H -2.602677 2.082499 3.270450
H -5.976626 2.866283 3.777588
H -7.718115 2.194182 2.136892
H -7.069833 0.988649 0.073945
H -4.699952 0.479210 -0.343411

Atoms 1-3, force components in eV/Å:
Pt 2.0 0.1 1.7
C -0.3 0.3 -0.4
P -0.7 -0.3 0.7

Summary:
charge = +1
2S+1 = 1
calculated total energy = -3202.1197 Eh
energy relative to the best compared isomer or geometry (same formula, charge and spin) = 377.6 kJ/mol
HOMO-LUMO gap (alpha / beta) = 0.1710 / 0.1695 hartree
LUMO level (alpha / beta) = -5.29 / -5.33 eV

---

Entry 3:
# C3H17NO6

A 5-piece molecular cluster, C3H17NO6 overall (ωB97M-V/def2-TZVPD, OMol25).

Atoms and positions in Å:
N -1.604331 -1.872553 -0.119985
C -0.214256 -1.377546 -0.036939
C 0.761874 -2.484891 0.350236
O 0.773325 -2.276696 1.840412
C 0.149210 -0.548027 -1.295156
O -0.223614 0.807327 -1.034039
H -1.833287 -2.293976 -1.001551
H -1.840787 -2.491866 0.650469
H -0.265107 -0.613650 0.810503
H 1.786504 -2.351815 0.062564
H 0.464844 -3.515590 0.242151
H 1.649886 -2.033940 2.150758
H -0.251740 -0.935391 -2.227564
H 1.247652 -0.571387 -1.261040
H -1.032224 1.111706 -1.464408
O -2.882486 1.996202 -1.956787
H -3.320734 1.270188 -1.482706
H -2.669435 1.460967 -2.739229
O 1.527383 2.568754 0.102710
H 1.248983 2.068907 -0.689205
H 0.691646 2.562026 0.590433
O -1.188039 2.281111 1.833996
H -0.960205 1.989802 2.725471
H -1.241268 1.445827 1.341677
O 2.899277 -0.143465 0.275203
H 3.730861 -0.020496 0.741425
H 2.454780 0.718160 0.261500

Atoms 1-3, force components in eV/Å:
N -0.1 0.7 0.3
C -1.6 0.3 -0.6
C 0.4 1.4 3.3

Summary:
2S+1 = 1
calculated total energy = -630.6548 Eh
energy relative to the best compared isomer or geometry (same formula, charge and spin) = 87.4 kJ/mol
HOMO-LUMO gap = 0.3600 hartree
LUMO level = 0.35 eV

---

Entry 4:
# C5H12NO

A 2-piece molecular cluster, C5H12NO overall (ωB97M-V/def2-TZVPD, OMol25).

Atoms and positions in Å:
C -0.527392 0.023574 0.043566
C 1.940414 1.068214 2.673881
C 2.215034 2.146681 0.624929
C -1.562842 -0.331402 -2.142125
C -1.344015 -2.158428 -0.581438
N -1.116924 -0.782568 -0.859713
O 2.617496 1.578059 1.706805
H -0.202516 -0.402339 0.901644
H -0.230854 1.040086 -0.180276
H 0.908942 1.108753 2.621366
H 2.677131 0.701563 3.438100
H 3.014218 2.279869 -0.076788
H 1.171716 2.323737 0.397621
H -1.309631 0.673881 -2.238995
H -1.118248 -1.090632 -2.811800
H -2.659630 -0.429752 -2.042082
H -1.023872 -2.832602 -1.291284
H -1.010294 -2.599464 0.305377
H -2.438734 -2.317229 -0.488789

Atoms 1-3, force components in eV/Å:
C -1.9 -1.6 -5.2
C 3.1 -0.8 1.7
C 0.1 0.3 -1.3

Summary:
charge = +1
2S+1 = 1
calculated total energy = -327.2468 Eh
energy relative to the best compared isomer or geometry (same formula, charge and spin) = 558.6 kJ/mol
HOMO-LUMO gap (alpha / beta) = 0.1939 / 0.1936 hartree
LUMO level (alpha / beta) = -5.42 / -5.42 eV